# 1
A cluster of 2 separate species, C17H25NO4 in total. Source: OMol25; level of theory: the ωB97M-V functional and the def2-TZVPD basis.

```
47
Properties=species:S:1:pos:R:3:forces:R:3:mulliken_charge:R:1
C -3.91621 -1.08587 -2.83694 0.1 -0.1 0.0 -1.221
C -2.69149 -0.24549 -2.54611 0.1 -0.1 -0.1 -0.203
O -1.55652 -1.09169 -2.29475 -1.4 0.5 -0.2 -0.271
C -0.45496 -0.36819 -1.90960 2.1 -0.4 0.3 0.445
C 0.72520 -1.21150 -1.84766 0.1 1.5 0.4 0.731
C 0.69066 -2.44926 -2.64406 0.2 -1.2 -0.5 -1.844
C 1.96933 -0.69798 -1.32404 -2.2 -0.4 -0.6 0.816
C 3.20782 -1.52459 -1.57884 0.1 0.1 0.2 -1.567
O 2.02632 0.35754 -0.67232 0.8 0.1 0.5 -0.697
O -0.54640 0.82441 -1.66014 -0.5 0.1 0.2 -0.681
H -4.77214 -0.41405 -2.94905 0.0 -0.1 0.0 0.394
H -3.80586 -1.65887 -3.76429 0.0 0.1 0.2 0.290
H -4.13266 -1.78081 -2.01612 0.0 0.1 -0.1 0.273
H -2.45582 0.39192 -3.41250 -0.1 0.0 0.4 0.392
H -2.86114 0.39583 -1.67145 0.0 0.0 -0.3 0.281
H -0.32930 -2.66650 -2.98732 0.5 -0.1 0.1 0.391
H 1.33922 -2.37765 -3.53876 -0.2 -0.2 0.2 0.248
H 1.03926 -3.30299 -2.04016 -0.1 -0.1 -0.4 0.280
H 2.99960 -2.59420 -1.59192 0.1 0.0 -0.1 0.389
H 3.60966 -1.22526 -2.54865 0.1 -0.2 -0.1 0.373
H 3.94761 -1.29900 -0.81520 0.1 0.0 0.0 0.376
C 0.37639 5.44744 2.11627 0.0 -0.8 0.1 -0.774
O 1.48441 4.52208 2.24410 -0.3 -0.3 0.4 -0.422
C 1.24876 3.19150 2.35850 -0.8 -0.1 -1.1 0.883
C 2.36758 2.32700 2.30691 0.1 1.1 0.5 -0.701
C 2.19708 0.99124 2.10378 -0.2 -0.9 -0.4 -0.485
C 0.90282 0.42106 1.92191 0.0 0.6 -0.1 0.625
C 0.77306 -0.93508 1.46886 -0.3 -0.9 1.0 -0.269
N -0.35814 -1.61618 1.32096 0.4 0.7 -0.4 0.427
C -0.42078 -3.06963 1.55676 0.7 0.0 -0.2 -0.935
C -1.61019 -0.99841 0.84975 -0.4 0.3 0.3 -1.634
C -0.20714 1.25929 2.18061 0.6 0.3 -0.1 -0.492
C -0.05661 2.63158 2.35427 0.8 -0.4 0.3 -0.519
H 0.84309 6.42033 2.02162 0.0 0.1 0.0 0.237
H -0.22779 5.22529 1.21906 0.3 0.0 0.3 0.335
H -0.25976 5.41615 3.01541 0.2 0.0 -0.3 0.320
H 3.36210 2.78124 2.41802 -0.5 -0.3 -0.2 0.382
H 3.07876 0.34698 2.05083 -0.3 0.2 -0.2 0.301
H 1.69454 -1.55301 1.38663 -0.7 0.5 0.3 0.169
H -1.39966 -3.43445 1.24440 0.2 0.1 0.0 0.369
H 0.37016 -3.58445 0.99497 -0.2 0.1 0.0 0.337
H -0.27277 -3.28638 2.62588 -0.1 0.2 -0.3 0.344
H -2.10866 -1.67873 0.14391 0.4 0.1 0.2 0.555
H -2.29065 -0.80949 1.69607 0.1 -0.1 -0.3 0.339
H -1.39204 -0.06076 0.31625 0.0 -0.4 0.2 0.574
H -1.19163 0.82758 2.23871 -0.1 0.2 -0.1 0.460
H -0.93512 3.24205 2.49545 0.0 0.1 0.0 0.379
```
Positions in Å, forces in eV/Å.

Calculated values
E_tot: -27711.7146 eV
HOMO level: -0.2227 Ha
LUMO energy: -0.036 Eh

# 2
An isolated molecule of C17H25NO4. Source: OMol25; level of theory: the ωB97M-V functional and the def2-TZVPD basis.

```
47
Properties=species:S:1:pos:R:3:forces:R:3:mulliken_charge:R:1
C 8.09107 1.15507 -0.06891 -0.1 -0.3 0.1 -1.356
C 6.96442 0.19164 0.28540 0.0 0.3 -0.1 -0.209
C 5.59985 0.87286 0.20064 0.0 -0.3 0.2 -0.696
C 4.44752 -0.01107 0.67417 -0.1 -0.1 -0.3 -0.417
C 4.21287 -1.22016 -0.23542 0.3 0.3 0.1 -0.741
O 3.06120 -1.95323 0.13387 -0.3 -0.2 0.1 -0.446
C 1.82780 -1.48228 -0.17717 -0.3 -0.1 0.0 0.854
C 1.55519 -0.34848 -0.93910 0.3 -0.1 0.0 -0.055
C 0.24572 0.00695 -1.19696 -0.3 -0.1 0.1 -1.100
C -0.81962 -0.73204 -0.69481 0.3 0.0 -0.2 0.413
C -0.54394 -1.87609 0.05325 0.0 0.2 -0.1 -0.528
C 0.75859 -2.24473 0.30411 0.3 0.0 0.0 -0.844
H 0.98511 -3.13263 0.87324 0.0 -0.1 0.1 0.434
H -1.34277 -2.50495 0.41887 -0.1 -0.1 0.0 0.452
C -2.19636 -0.27575 -1.02183 -0.1 0.0 0.2 0.424
O -2.45612 0.38047 -2.01362 0.0 0.2 -0.2 -0.681
N -3.14639 -0.60999 -0.11286 -0.2 -0.3 0.2 -0.245
H -2.92385 -1.18035 0.68827 0.1 0.1 -0.1 0.275
C -4.54588 -0.33157 -0.32174 0.0 0.2 0.0 -0.026
C -4.99792 0.88705 0.51122 -0.2 -0.1 -0.4 -0.978
C -6.34633 1.44854 0.07188 0.1 0.1 0.3 -0.172
C -6.73634 2.66051 0.90973 0.0 -0.2 -0.2 -1.339
H -5.99033 3.44606 0.81414 0.1 0.1 0.0 0.333
H -6.81658 2.39070 1.96062 0.0 0.0 0.1 0.323
H -7.69482 3.05583 0.58308 -0.1 0.1 0.0 0.394
H -7.11679 0.68147 0.16119 0.0 0.0 -0.1 0.275
H -6.28574 1.73680 -0.97902 0.0 -0.1 -0.1 0.290
H -5.03059 0.60722 1.56738 0.1 0.0 0.1 0.308
H -4.23205 1.65552 0.38972 0.0 0.0 0.0 0.417
H -4.69435 -0.11634 -1.38541 0.0 -0.1 0.2 0.554
C -5.33662 -1.55932 0.08541 0.3 -0.2 0.1 0.285
O -4.93211 -2.39421 0.85205 0.1 -0.1 0.1 -0.592
O -6.54345 -1.61313 -0.47446 -0.5 0.1 -0.4 -0.421
H -7.02604 -2.40148 -0.17539 0.3 0.1 0.1 0.356
H 0.02715 0.87801 -1.79623 0.0 0.1 -0.1 0.431
H 2.34887 0.26018 -1.34230 0.1 0.0 0.0 0.384
H 4.15637 -0.90969 -1.28605 0.0 -0.1 0.0 0.345
H 5.03048 -1.93748 -0.13189 -0.1 0.1 -0.1 0.320
H 3.53107 0.58266 0.70960 0.0 0.0 0.1 0.403
H 4.64540 -0.36896 1.68649 0.0 0.0 0.0 0.295
H 5.61948 1.77281 0.81972 0.0 0.1 -0.1 0.393
H 5.41722 1.18744 -0.82994 0.0 0.1 -0.1 0.281
H 7.11545 -0.18517 1.29926 0.0 -0.1 0.0 0.283
H 6.99536 -0.66016 -0.39592 0.0 -0.1 0.0 0.275
H 8.10034 2.00069 0.61536 0.0 0.1 0.0 0.338
H 7.96361 1.53545 -1.08005 0.0 0.1 -0.1 0.340
H 9.05488 0.65531 -0.00961 0.1 0.0 0.0 0.370
```
Positions in Å, forces in eV/Å.

Calculated values
E_tot: -27716.0737 eV
HOMO level: -0.3149 Ha
LUMO energy: 0.025 Eh
SMILES: CCCCCOc1ccc(C(=O)N[C@H](CCC)C(=O)O)cc1

# 3
A structure of composition C17H25O16Pd2. Source: OMol25; level of theory: the ωB97M-V functional and the def2-TZVPD basis.

```
60
Properties=species:S:1:pos:R:3:forces:R:3:mulliken_charge:R:1
Pd -1.89374 -2.84744 -0.89503 0.4 0.3 0.2 0.791
Pd -0.66838 -1.12203 -3.88162 -0.2 0.9 0.1 0.835
C -0.24150 1.34286 -1.14031 -0.1 -1.0 -0.6 -1.024
C -0.99689 0.07961 -0.77709 -0.5 0.7 0.5 0.452
O -1.12445 -0.91189 -1.71157 -0.2 -0.7 -0.1 -0.455
H 0.62335 1.06563 -1.74922 0.2 0.3 0.3 0.422
H 0.00801 1.79936 -0.18859 0.3 0.5 -0.2 -0.325
H -0.84463 1.97165 -1.79164 0.0 0.3 0.3 0.366
H -2.03085 0.42258 -0.52809 -0.2 -0.4 -0.2 0.515
H -0.74426 -0.34298 0.21208 0.2 -0.4 -0.2 0.174
C 2.96307 -4.32273 1.76596 -0.3 -1.2 0.9 -0.290
C 2.43527 -5.59923 1.11687 0.5 0.3 -0.6 -0.340
O 1.51721 -5.06557 0.12142 -0.3 0.5 0.1 -0.333
C 1.17940 -3.83426 0.48457 0.3 -0.6 -0.1 0.673
O 0.37870 -3.14030 -0.10261 -0.2 0.2 -0.1 -0.486
O 1.85309 -3.42835 1.55999 0.3 0.7 -0.2 -0.281
H 3.90313 -3.95102 1.36167 -0.3 0.2 -0.4 0.258
H 3.10891 -4.49904 2.83067 -0.1 0.3 0.0 0.317
H 1.86156 -6.23186 1.78846 0.2 -0.1 0.0 0.296
H 3.21471 -6.12279 0.56943 -0.2 -0.3 0.2 0.304
C -1.87940 3.46009 -6.55552 0.1 1.2 0.2 -0.297
C -0.61435 4.12546 -6.00025 0.4 -0.7 -0.2 -0.251
O -0.25979 3.20651 -4.91859 -0.4 -0.2 0.6 -0.311
C -0.95188 2.08465 -5.03970 0.7 0.6 -1.4 0.510
O -0.73112 1.10123 -4.35756 0.0 -0.7 0.7 -0.444
O -1.78060 2.11898 -6.06633 -0.3 -0.6 0.6 -0.322
H -1.96358 3.44888 -7.63581 0.0 -0.1 0.0 0.317
H -2.73201 3.96461 -6.09855 -0.3 -0.4 -0.2 0.271
H -0.77029 5.11151 -5.57929 0.0 0.0 0.0 0.288
H 0.24481 4.09977 -6.66925 -0.2 0.2 -0.1 0.275
C -2.30453 3.18693 1.81377 0.0 0.2 -0.2 -0.368
C -2.04737 2.02352 2.77144 -0.4 0.6 -0.5 -0.143
O -0.64340 1.82802 2.60545 0.3 -0.5 0.4 -0.246
C -0.06968 2.94766 2.12112 -0.1 0.3 0.0 0.673
O 1.11050 3.09578 2.00297 -0.2 -0.2 -0.3 -0.578
O -1.01798 3.82625 1.76166 0.3 0.0 -0.2 -0.328
H -3.01944 3.93725 2.13883 -0.1 -0.2 0.1 0.344
H -2.57250 2.85864 0.80366 0.0 0.0 0.1 0.134
H -2.53573 1.10069 2.46991 -0.2 0.0 0.2 0.197
H -2.31003 2.33350 3.78370 0.3 -0.3 0.1 0.334
C -2.86105 -2.32954 4.75193 -0.1 0.6 0.8 -0.452
C -1.85433 -1.16465 4.59320 -2.0 -0.7 1.2 -0.202
O -1.41192 -1.33696 3.25894 0.7 0.4 -0.7 -0.216
C -2.23871 -2.14574 2.59542 0.1 -0.8 1.2 0.414
O -2.10779 -2.42525 1.43209 -0.1 0.4 -0.7 -0.266
O -3.14538 -2.68656 3.39760 0.1 -0.2 -0.6 -0.337
H -3.79444 -2.03316 5.22769 0.1 0.1 -0.1 0.327
H -2.44599 -3.14677 5.34272 0.0 -0.3 -0.5 0.279
H -1.12141 -1.27322 5.38623 0.7 0.3 -0.6 0.347
H -2.41558 -0.23412 4.69422 0.5 0.2 -0.1 0.197
C 3.18171 1.23667 -0.25621 -0.5 0.7 -1.2 -0.281
C 2.74388 -0.22327 -0.29979 -1.4 1.5 0.0 0.197
O 3.98171 -0.93209 -0.44471 1.8 -0.4 0.0 -0.275
C 4.97004 -0.08862 -0.24452 -4.8 2.0 0.7 0.691
O 6.16504 -0.27827 -0.40997 2.3 -0.7 -0.2 -0.040
O 4.56505 1.13318 0.10162 1.8 -1.2 0.2 -0.257
H 2.65977 1.96505 0.37437 0.3 -0.5 0.5 0.330
H 3.16433 1.67179 -1.26591 0.0 -0.1 0.2 0.308
H 2.14821 -0.31183 -1.20468 0.2 -0.8 0.1 0.129
H 2.16351 -0.51878 0.57275 0.5 -0.5 0.1 0.184
```
Positions in Å, forces in eV/Å.

Calculated values
total charge: +3
multiplicity: 5
E_tot: -57720.4947 eV
HOMO level (spin up / spin down): -0.6610 / -0.6609 Ha
LUMO energy (spin up / spin down): -0.338 / -0.510 Eh

> Among the records above, which one has the highest E_tot?

number 1